ORCA calculation (ωB97M-V/def2-TZVPD) on a cluster of 9 separate species, C72H160BrN8 in total at a distorted geometry.

Results
Energy above the lowest of the compared OMol25 structures with the same formula, charge and spin = 31.6 kcal per mole
E_LUMO = -11.90 eV
Total charge = +7

Each atom is followed by the atoms it is bonded to, with distances in Å.
Positions of all 241 atoms, in Å:
1 C 4.384 10.210 -6.692  C2 1.517, H11 1.090, H12 1.090, H13 1.090
2 C 3.129 10.943 -7.128  C1 1.517, C3 1.519, H14 1.090, H15 1.090
3 C 3.367 12.210 -7.931  C2 1.519, C4 1.549, H16 1.090, H17 1.090
4 C 2.072 12.901 -8.428  C3 1.549, N5 1.584, H18 1.090, H19 1.090
5 N 2.312 14.360 -8.996  C4 1.584, C6 1.576, C9 1.540, C10 1.552
6 C 0.955 15.138 -9.188  N5 1.576, C7 1.571, H20 1.090, H21 1.090
7 C 1.290 16.600 -8.719  C6 1.571, C8 1.565, H22 1.090, H23 1.090
8 C 2.810 16.706 -8.361  C7 1.565, C9 1.561, H24 1.090, H25 1.090
9 C 3.122 15.217 -8.007  N5 1.540, C8 1.561, H26 1.090, H27 1.090
10 C 3.169 14.290 -10.288  N5 1.552, H28 1.090, H29 1.090, H30 1.090
11 H 5.122 10.872 -6.239  C1 1.090
12 H 5.120 9.861 -7.416  C1 1.090
13 H 4.291 9.456 -5.910  C1 1.090
14 H 2.561 11.188 -6.230  C2 1.090
15 H 2.457 10.246 -7.627  C2 1.090
16 H 4.059 12.044 -8.756  C3 1.090
17 H 3.785 12.906 -7.204  C3 1.090
18 H 1.353 12.938 -7.610  C4 1.090
19 H 1.584 12.343 -9.227  C4 1.090
20 H 0.647 15.008 -10.225  C6 1.090
21 H 0.226 14.657 -8.536  C6 1.090
22 H 1.096 17.323 -9.511  C7 1.090
23 H 0.834 16.968 -7.800  C7 1.090
24 H 3.391 16.973 -9.243  C8 1.090
25 H 2.909 17.424 -7.546  C8 1.090
26 H 4.188 15.012 -7.907  C9 1.090
27 H 2.507 14.922 -7.156  C9 1.090
28 H 2.682 13.864 -11.166  C10 1.090
29 H 4.015 13.625 -10.116  C10 1.090
30 H 3.641 15.216 -10.618  C10 1.090
31 C 7.315 14.758 -5.915  C32 1.506, H41 1.090, H42 1.090, H43 1.090
32 C 7.063 13.283 -5.747  C31 1.506, C33 1.558, H44 1.090, H45 1.090
33 C 8.280 12.417 -5.302  C32 1.558, C34 1.560, H46 1.090, H47 1.090
34 C 8.092 10.873 -5.176  C33 1.560, N35 1.564, H48 1.090, H49 1.090
35 N 9.146 10.157 -4.269  C34 1.564, C36 1.565, C39 1.541, C40 1.537
36 C 10.540 10.029 -4.969  N35 1.565, C37 1.541, H50 1.090, H51 1.090
37 C 10.691 8.589 -5.494  C36 1.541, C38 1.530, H52 1.090, H53 1.090
38 C 9.299 7.993 -5.274  C37 1.530, C39 1.460, H54 1.090, H55 1.090
39 C 8.711 8.686 -4.131  N35 1.541, C38 1.460, H56 1.090, H57 1.090
40 C 9.272 10.826 -2.892  N35 1.537, H58 1.090, H59 1.090, H60 1.090
41 H 7.832 15.178 -5.053  C31 1.090
42 H 6.341 15.244 -5.855  C31 1.090
43 H 7.652 15.078 -6.901  C31 1.090
44 H 6.493 12.823 -6.554  C32 1.090
45 H 6.458 13.048 -4.871  C32 1.090
46 H 8.591 12.711 -4.300  C33 1.090
47 H 9.105 12.579 -5.996  C33 1.090
48 H 8.029 10.370 -6.141  C34 1.090
49 H 7.179 10.596 -4.650  C34 1.090
50 H 11.297 10.169 -4.197  C36 1.090
51 H 10.470 10.859 -5.671  C36 1.090
52 H 11.550 8.091 -5.045  C37 1.090
53 H 11.011 8.583 -6.536  C37 1.090
54 H 9.312 6.913 -5.130  C38 1.090
55 H 8.679 8.145 -6.158  C38 1.090
56 H 9.245 8.312 -3.257  C39 1.090
57 H 7.639 8.491 -4.106  C39 1.090
58 H 9.543 10.071 -2.153  C40 1.090
59 H 8.378 11.348 -2.553  C40 1.090
60 H 10.079 11.550 -3.005  C40 1.090
61 C 14.421 10.862 -4.300  C62 1.518, H71 1.090, H72 1.090, H73 1.090
62 C 13.969 12.293 -4.523  C61 1.518, C63 1.516, H74 1.090, H75 1.090
63 C 13.439 12.588 -5.912  C62 1.516, C64 1.557, H76 1.090, H77 1.090
64 C 13.376 14.123 -6.166  C63 1.557, N65 1.598, H78 1.090, H79 1.090
65 N 12.753 14.473 -7.595  C64 1.598, C66 1.539, C69 1.555, C70 1.531
66 C 12.876 15.975 -7.909  N65 1.539, C67 1.565, H80 1.090, H81 1.090
67 C 11.603 16.390 -8.720  C66 1.565, C68 1.583, H82 1.090, H83 1.090
68 C 10.546 15.401 -8.078  C67 1.583, C69 1.539, H84 1.090, H85 1.090
69 C 11.238 14.120 -7.579  N65 1.555, C68 1.539, H86 1.090, H87 1.090
70 C 13.431 13.665 -8.705  N65 1.531, H88 1.090, H89 1.090, H90 1.090
71 H 13.596 10.168 -4.461  C61 1.090
72 H 14.634 10.685 -3.246  C61 1.090
73 H 15.314 10.694 -4.902  C61 1.090
74 H 14.747 13.027 -4.312  C62 1.090
75 H 13.146 12.481 -3.833  C62 1.090
76 H 12.426 12.191 -5.969  C63 1.090
77 H 14.041 12.105 -6.681  C63 1.090
78 H 14.405 14.475 -6.089  C64 1.090
79 H 12.810 14.705 -5.439  C64 1.090
80 H 13.817 16.134 -8.435  C66 1.090
81 H 12.899 16.474 -6.941  C66 1.090
82 H 11.520 16.110 -9.770  C67 1.090
83 H 11.421 17.464 -8.778  C67 1.090
84 H 9.651 15.326 -8.696  C68 1.090
85 H 10.127 15.895 -7.201  C68 1.090
86 H 11.138 13.430 -8.416  C69 1.090
87 H 11.017 13.687 -6.604  C69 1.090
88 H 13.223 14.212 -9.624  C70 1.090
89 H 12.990 12.672 -8.614  C70 1.090
90 H 14.486 13.683 -8.434  C70 1.090
91 C 7.995 8.407 -0.066  C92 1.505, H101 1.090, H102 1.090, H103 1.090
92 C 8.624 9.342 0.932  C91 1.505, C93 1.626, H104 1.090, H105 1.090
93 C 7.765 10.693 1.210  C92 1.626, C94 1.510, H106 1.090, H107 1.090
94 C 7.516 11.559 -0.002  C93 1.510, N95 1.570, H108 1.090, H109 1.090
95 N 6.412 12.640 0.278  C94 1.570, C96 1.591, C99 1.550, C100 1.555
96 C 6.099 13.375 -1.099  N95 1.591, C97 1.585, H110 1.090, H111 1.090
97 C 6.944 14.715 -1.134  C96 1.585, C98 1.539, H112 1.090, H113 1.090
98 C 7.681 14.771 0.216  C97 1.539, C99 1.536, H114 1.090, H115 1.090
99 C 6.898 13.830 1.143  N95 1.550, C98 1.536, H116 1.090, H117 1.090
100 C 5.107 12.012 0.845  N95 1.555, H118 1.090, H119 1.090, H120 1.090
101 H 8.067 8.924 -1.023  C91 1.090
102 H 6.952 8.157 0.128  C91 1.090
103 H 8.572 7.504 -0.266  C91 1.090
104 H 9.673 9.534 0.705  C92 1.090
105 H 8.575 8.831 1.894  C92 1.090
106 H 8.379 11.236 1.930  C93 1.090
107 H 6.875 10.264 1.670  C93 1.090
108 H 7.054 10.881 -0.720  C94 1.090
109 H 8.344 12.188 -0.327  C94 1.090
110 H 5.041 13.625 -1.016  C96 1.090
111 H 6.298 12.633 -1.872  C96 1.090
112 H 6.316 15.606 -1.143  C97 1.090
113 H 7.718 14.728 -1.902  C97 1.090
114 H 7.717 15.744 0.706  C98 1.090
115 H 8.680 14.337 0.209  C98 1.090
116 H 5.934 14.263 1.413  C99 1.090
117 H 7.457 13.358 1.951  C99 1.090
118 H 4.872 11.222 0.131  C100 1.090
119 H 4.369 12.809 0.758  C100 1.090
120 H 5.300 11.557 1.816  C100 1.090
121 C 3.830 16.737 -4.412  C122 1.525, H131 1.090, H132 1.090, H133 1.090
122 C 4.032 15.484 -3.567  C121 1.525, C123 1.578, H134 1.090, H135 1.090
123 C 2.638 14.776 -3.353  C122 1.578, C124 1.502, H136 1.090, H137 1.090
124 C 2.747 13.491 -2.583  C123 1.502, N125 1.529, H138 1.090, H139 1.090
125 N 1.438 12.706 -2.511  C124 1.529, C126 1.606, C129 1.549, C130 1.582
126 C 1.512 11.524 -1.426  N125 1.606, C127 1.509, H140 1.090, H141 1.090
127 C 0.615 11.887 -0.269  C126 1.509, C128 1.518, H142 1.090, H143 1.090
128 C -0.454 12.632 -1.049  C127 1.518, C129 1.507, H144 1.090, H145 1.090
129 C 0.346 13.603 -1.877  N125 1.549, C128 1.507, H146 1.090, H147 1.090
130 C 1.126 12.082 -3.932  N125 1.582, H148 1.090, H149 1.090, H150 1.090
131 H 4.690 17.404 -4.455  C121 1.090
132 H 2.955 17.294 -4.074  C121 1.090
133 H 3.676 16.542 -5.473  C121 1.090
134 H 4.462 15.699 -2.589  C122 1.090
135 H 4.713 14.859 -4.145  C122 1.090
136 H 2.289 14.654 -4.379  C123 1.090
137 H 1.958 15.455 -2.839  C123 1.090
138 H 2.983 13.557 -1.521  C124 1.090
139 H 3.364 12.667 -2.941  C124 1.090
140 H 1.262 10.584 -1.918  C126 1.090
141 H 2.537 11.545 -1.056  C126 1.090
142 H 0.297 10.918 0.115  C127 1.090
143 H 1.054 12.465 0.544  C127 1.090
144 H -1.011 11.885 -1.615  C128 1.090
145 H -1.195 13.125 -0.419  C128 1.090
146 H -0.173 14.017 -2.742  C129 1.090
147 H 0.737 14.395 -1.238  C129 1.090
148 H 0.190 11.527 -3.871  C130 1.090
149 H 1.970 11.427 -4.146  C130 1.090
150 H 0.993 12.878 -4.665  C130 1.090
151 C 7.008 24.413 -8.991  C152 1.534, H161 1.090, H162 1.090, H163 1.090
152 C 7.556 22.985 -8.871  C151 1.534, C153 1.588, H164 1.090, H165 1.090
153 C 6.858 22.058 -7.787  C152 1.588, C154 1.550, H166 1.090, H167 1.090
154 C 7.429 20.616 -7.785  C153 1.550, N155 1.572, H168 1.090, H169 1.090
155 N 6.880 19.686 -6.643  C154 1.572, C156 1.552, C159 1.602, C160 1.575
156 C 7.189 20.233 -5.224  N155 1.552, C157 1.533, H170 1.090, H171 1.090
157 C 8.646 19.894 -4.886  C156 1.533, C158 1.515, H172 1.090, H173 1.090
158 C 8.877 18.609 -5.655  C157 1.515, C159 1.573, H174 1.090, H175 1.090
159 C 7.597 18.260 -6.500  N155 1.602, C158 1.573, H176 1.090, H177 1.090
160 C 5.356 19.439 -6.951  N155 1.575, H178 1.090, H179 1.090, H180 1.090
161 H 7.086 24.832 -7.988  C151 1.090
162 H 5.941 24.402 -9.216  C151 1.090
163 H 7.630 25.047 -9.623  C151 1.090
164 H 8.616 22.816 -8.682  C152 1.090
165 H 7.292 22.451 -9.784  C152 1.090
166 H 5.797 22.099 -8.033  C153 1.090
167 H 6.979 22.505 -6.800  C153 1.090
168 H 8.505 20.548 -7.630  C154 1.090
169 H 7.154 19.991 -8.634  C154 1.090
170 H 6.555 19.693 -4.521  C156 1.090
171 H 6.910 21.276 -5.071  C156 1.090
172 H 8.739 19.827 -3.802  C157 1.090
173 H 9.339 20.674 -5.199  C157 1.090
174 H 9.134 17.813 -4.956  C158 1.090
175 H 9.754 18.550 -6.299  C158 1.090
176 H 6.840 17.732 -5.920  C159 1.090
177 H 7.863 17.811 -7.457  C159 1.090
178 H 5.321 19.116 -7.992  C160 1.090
179 H 4.870 20.400 -6.782  C160 1.090
180 H 4.804 18.767 -6.295  C160 1.090
181 C 10.476 3.030 -0.778  C182 1.558, H191 1.090, H192 1.090, H193 1.090
182 C 10.382 4.137 -1.870  C181 1.558, C183 1.575, H194 1.090, H195 1.090
183 C 11.751 4.536 -2.540  C182 1.575, C184 1.573, H196 1.090, H197 1.090
184 C 12.504 3.462 -3.409  C183 1.573, N185 1.546, H198 1.090, H199 1.090
185 N 13.804 4.082 -3.971  C184 1.546, C186 1.559, C189 1.540, C190 1.598
186 C 14.737 2.992 -4.581  N185 1.559, C187 1.523, H200 1.090, H201 1.090
187 C 16.014 3.773 -4.863  C186 1.523, C188 1.477, H202 1.090, H203 1.090
188 C 16.118 4.612 -3.651  C187 1.477, C189 1.574, H204 1.090, H205 1.090
189 C 14.727 4.730 -2.924  N185 1.540, C188 1.574, H206 1.090, H207 1.090
190 C 13.459 5.193 -5.066  N185 1.598, H208 1.090, H209 1.090, H210 1.090
191 H 10.788 2.043 -1.121  C181 1.090
192 H 9.493 2.895 -0.326  C181 1.090
193 H 11.094 3.387 0.045  C181 1.090
194 H 9.967 5.056 -1.457  C182 1.090
195 H 9.702 3.894 -2.686  C182 1.090
196 H 12.435 5.097 -1.903  C183 1.090
197 H 11.484 5.370 -3.188  C183 1.090
198 H 11.774 3.122 -4.143  C184 1.090
199 H 12.841 2.581 -2.862  C184 1.090
200 H 14.265 2.500 -5.431  C186 1.090
201 H 14.927 2.232 -3.822  C186 1.090
202 H 16.033 4.324 -5.803  C187 1.090
203 H 16.882 3.114 -4.837  C187 1.090
204 H 16.336 5.646 -3.916  C188 1.090
205 H 16.792 4.209 -2.895  C188 1.090
206 H 14.404 5.759 -2.769  C189 1.090
207 H 14.787 4.088 -2.045  C189 1.090
208 H 12.504 5.695 -4.912  C190 1.090
209 H 13.347 4.697 -6.030  C190 1.090
210 H 14.259 5.931 -5.014  C190 1.090
211 C 14.122 9.035 -8.357  C212 1.574, H221 1.090, H222 1.090, H223 1.090
212 C 14.583 8.073 -7.201  C211 1.574, C213 1.520, H224 1.090, H225 1.090
213 C 16.077 7.794 -7.243  C212 1.520, C214 1.571, H226 1.090, H227 1.090
214 C 16.639 7.181 -8.576  C213 1.571, N215 1.588, H228 1.090, H229 1.090
215 N 18.135 6.649 -8.578  C214 1.588, C216 1.568, C219 1.543, C220 1.502
216 C 18.484 5.877 -9.896  N215 1.568, C217 1.497, H230 1.090, H231 1.090
217 C 19.317 4.695 -9.506  C216 1.497, C218 1.601, H232 1.090, H233 1.090
218 C 19.492 4.733 -7.914  C217 1.601, C219 1.557, H234 1.090, H235 1.090
219 C 18.212 5.527 -7.520  N215 1.543, C218 1.557, H236 1.090, H237 1.090
220 C 19.059 7.816 -8.378  N215 1.502, H238 1.090, H239 1.090, H240 1.090
221 H 13.085 9.330 -8.200  C211 1.090
222 H 14.274 8.454 -9.266  C211 1.090
223 H 14.644 9.988 -8.441  C211 1.090
224 H 13.949 7.187 -7.175  C212 1.090
225 H 14.361 8.617 -6.283  C212 1.090
226 H 16.347 7.113 -6.436  C213 1.090
227 H 16.696 8.661 -7.014  C213 1.090
228 H 16.515 7.884 -9.399  C214 1.090
229 H 16.107 6.265 -8.831  C214 1.090
230 H 18.924 6.536 -10.644  C216 1.090
231 H 17.538 5.507 -10.292  C216 1.090
232 H 20.254 4.737 -10.061  C217 1.090
233 H 18.737 3.817 -9.793  C217 1.090
234 H 20.435 5.189 -7.610  C218 1.090
235 H 19.492 3.774 -7.398  C218 1.090
236 H 18.248 5.987 -6.533  C219 1.090
237 H 17.296 4.950 -7.640  C219 1.090
238 H 20.124 7.633 -8.235  C220 1.090
239 H 18.708 8.345 -7.491  C220 1.090
240 H 18.898 8.413 -9.275  C220 1.090
241 Br 10.538 14.441 -2.999  no bonds

Results of the Löwdin charge analysis, in e, for atoms 1 through 4:
1 C -0.100
2 C -0.236
3 C -0.185
4 C -0.068